(1)
C5H10NO2 | ωB97M-V with the def2-TZVPD basis set

Calculated values
Energy = -10930.7351 eV
Charge = -1
2S+1 = 1
Highest occupied orbital energy = -3.78 eV
Gap between HOMO and LUMO = 7.11 eV
LUMO = 3.33 eV

CARTESIAN COORDINATES (ANGSTROEM)
O 0.5334 2.8641 1.9103
O -1.4904 2.1177 2.5677
N -0.2417 -0.3945 -2.0149
C 1.2410 -0.8254 -0.1674
C -0.2919 0.7833 1.0418
C 0.5584 -1.1798 -1.4514
C 1.0080 0.6417 0.2193
C -0.4286 2.0665 1.9093
H -0.3467 -0.0776 1.7025
H 2.0892 -1.3611 0.2144
H -2.6074 -1.4138 -0.7192
H 1.8773 1.0223 0.7519
H 0.8353 -2.1124 -1.9509
H 0.2189 -1.3561 -0.0611
H -0.5200 -0.8438 -2.8870
H -1.1358 0.8379 0.3591
H -2.1014 -1.9533 -0.7234
H 0.8025 1.1844 -0.7008

Cartesian forces, eV/Å:
0.042 0.118 -0.148
-0.142 0.117 -0.091
-1.027 0.689 -1.370
-2.875 0.516 -1.240
0.802 0.626 0.039
3.555 0.177 -1.484
-0.540 -0.594 0.176
0.311 -0.282 0.472
-0.477 -0.073 0.168
0.016 -0.520 -0.205
-0.060 0.019 0.053
-0.154 0.221 0.024
0.009 -0.429 0.467
0.607 -0.456 3.063
-0.447 0.218 0.148
-0.172 -0.523 -0.033
-0.070 -0.092 0.024
0.623 0.269 -0.063

Löwdin charges in e: atom 1 (O): -0.09, atom 2 (O): -0.10, atom 3 (N): 0.05, atom 4 (C): -0.14, atom 5 (C): -0.15, atom 6 (C): -0.38, atom 7 (C): -0.21, atom 8 (C): -0.76, atom 9 (H): 0.10, atom 10 (H): 0.10, atom 11 (H): 0.04, atom 12 (H): 0.10, atom 13 (H): 0.11, atom 14 (H): 0.10, atom 15 (H): 0.04, atom 16 (H): 0.09, atom 17 (H): 0.01, atom 18 (H): 0.09

(2)
C5H10NO2 | ωB97M-V with the def2-TZVPD basis set

Calculated values
Energy = -10927.1055 eV
Charge = -1
2S+1 = 1
Highest occupied orbital energy = -2.50 eV
Gap between HOMO and LUMO = 5.04 eV
LUMO = 2.54 eV

CARTESIAN COORDINATES (ANGSTROEM)
O 2.8116 0.9890 -0.7183
O -3.0717 0.6001 0.0332
N -1.1683 -0.8923 -0.0915
C 0.0785 -0.1531 -0.2766
C -2.4877 -0.3702 -0.5496
C 1.3363 -0.8278 0.2684
C 2.5970 -0.0091 0.0943
C -0.0698 1.1705 0.4907
H -1.2957 -1.2282 0.8808
H 1.4430 -1.8843 -0.1080
H 0.0751 0.0924 -1.4254
H -1.0156 1.6138 0.4666
H -3.1101 -1.3797 -0.6515
H 1.8097 0.1893 1.1550
H 0.7757 1.9534 0.1037
H -2.3338 -0.1861 -1.6352
H 0.1374 0.8492 1.4663
H 3.4885 -0.5268 0.4973

Cartesian forces, eV/Å:
-0.869 -2.420 3.126
-0.557 1.421 1.595
0.936 -2.110 1.153
-1.982 1.483 -0.859
-0.576 -2.030 -2.144
0.972 3.242 -2.800
0.859 0.494 -5.137
3.673 1.818 -2.320
0.332 0.495 -0.671
0.311 0.399 2.315
0.699 -0.600 1.851
-1.534 0.391 -0.402
0.539 0.825 0.597
-1.447 -2.306 0.935
-1.909 -1.683 1.146
0.590 0.118 -0.618
0.176 0.228 1.956
-0.211 0.235 0.275

Löwdin charges in e: atom 1 (O): -0.10, atom 2 (O): -0.28, atom 3 (N): -0.08, atom 4 (C): -0.43, atom 5 (C): -0.66, atom 6 (C): -0.04, atom 7 (C): -0.39, atom 8 (C): -0.08, atom 9 (H): 0.10, atom 10 (H): 0.15, atom 11 (H): 0.17, atom 12 (H): 0.03, atom 13 (H): 0.08, atom 14 (H): 0.20, atom 15 (H): 0.12, atom 16 (H): 0.07, atom 17 (H): 0.04, atom 18 (H): 0.11

(3)
C5H10NO2 | ωB97M-V with the def2-TZVPD basis set

Calculated values
SMILES = C[C@@H](N)CCC(=O)[O-]
Energy = -10933.3152 eV
Charge = -1
2S+1 = 1
Highest occupied orbital energy = -3.70 eV
Gap between HOMO and LUMO = 7.56 eV
LUMO = 3.86 eV

CARTESIAN COORDINATES (ANGSTROEM)
O -2.3396 -0.8186 -0.8621
O -1.3004 -1.4279 -2.7371
N 1.8132 0.8481 -0.0641
C -0.3516 1.6842 1.0484
C 0.3499 0.7237 0.0881
C -0.0025 -0.6550 0.5474
C -1.3495 -1.2761 -1.4979
C -0.0663 -1.5897 -0.6743
H 0.1116 2.6678 0.8306
H 2.1374 1.7398 0.3227
H -0.1761 -2.6832 -0.5303
H 0.8227 -1.4818 -1.3477
H -1.4320 1.6365 0.7475
H 0.7373 -1.1758 1.1993
H 2.2230 0.1386 0.5315
H -0.2152 1.5135 2.0913
H -0.8736 -0.7784 1.2242
H -0.0883 0.9340 -0.9172

Cartesian forces, eV/Å:
0.433 -0.331 0.330
0.415 -0.469 -0.044
0.150 0.454 0.658
0.069 1.256 -1.934
-0.554 0.323 0.312
0.382 -3.426 0.163
-0.681 1.104 -0.574
-0.755 -0.340 -1.033
-0.748 0.074 0.191
-0.172 -0.245 -0.271
0.291 0.437 0.713
-0.658 0.151 0.633
0.903 0.335 0.567
0.533 1.048 -0.104
0.205 0.005 -0.023
0.125 -0.555 0.830
-0.085 0.601 -1.117
0.149 -0.421 0.704

Löwdin charges in e: atom 1 (O): -0.10, atom 2 (O): -0.10, atom 3 (N): 0.03, atom 4 (C): -0.08, atom 5 (C): -0.48, atom 6 (C): -0.23, atom 7 (C): -0.77, atom 8 (C): -0.15, atom 9 (H): 0.07, atom 10 (H): 0.05, atom 11 (H): 0.10, atom 12 (H): 0.11, atom 13 (H): 0.10, atom 14 (H): 0.10, atom 15 (H): 0.05, atom 16 (H): 0.05, atom 17 (H): 0.11, atom 18 (H): 0.14

(4)
C5H10NO2 | ωB97M-V with the def2-TZVPD basis set

Calculated values
Energy = -10923.6149 eV
Charge = +1
2S+1 = 1
Highest occupied orbital energy = -16.32 eV
Gap between HOMO and LUMO = 10.79 eV
LUMO = -5.53 eV

CARTESIAN COORDINATES (ANGSTROEM)
O 1.8816 0.3203 1.5587
O 0.0476 -0.8453 2.3174
N 0.1899 -0.6181 -0.2220
C -1.0814 0.0809 -0.0974
C 0.9629 -0.2805 1.8965
C 0.4202 -1.9062 0.0045
C 1.1110 0.2236 -1.0241
C -1.2993 1.5290 -0.2324
H 1.1553 1.3476 -0.7857
H -1.1450 1.7810 -1.2642
H 2.1516 -0.3057 -0.8603
H -1.4507 -0.2590 0.9466
H -0.6547 2.0588 0.4009
H 0.6900 0.1248 -1.9735
H -2.3429 1.7739 -0.0458
H -1.6193 -0.3644 -0.8551
H -0.4601 -2.4147 0.3860
H 1.4431 -2.2460 -0.1500

Cartesian forces, eV/Å:
0.773 0.365 -0.233
-0.233 -0.402 0.935
1.686 -0.809 -1.843
-2.061 -2.516 4.048
0.292 0.472 2.269
-1.349 4.005 -0.674
3.317 -0.531 1.959
0.294 0.235 -1.085
-0.156 -2.093 0.221
0.290 0.669 -0.485
-1.867 1.551 -1.027
0.022 0.376 -2.006
0.693 1.256 0.884
-0.027 -0.113 -1.972
0.053 -0.264 0.361
-1.850 -1.274 -1.376
0.535 -0.571 0.112
-0.413 -0.358 -0.090

Löwdin charges in e: atom 1 (O): 0.25, atom 2 (O): 0.20, atom 3 (N): -0.20, atom 4 (C): -0.21, atom 5 (C): -0.46, atom 6 (C): 0.22, atom 7 (C): 0.01, atom 8 (C): -0.05, atom 9 (H): 0.14, atom 10 (H): 0.09, atom 11 (H): 0.15, atom 12 (H): 0.16, atom 13 (H): 0.08, atom 14 (H): 0.09, atom 15 (H): 0.12, atom 16 (H): 0.12, atom 17 (H): 0.14, atom 18 (H): 0.15

(5)
C5H10NO2 | ωB97M-V with the def2-TZVPD basis set

Calculated values
Energy = -10924.5900 eV
Charge = +1
2S+1 = 1
Highest occupied orbital energy = -15.00 eV
Gap between HOMO and LUMO = 11.62 eV
LUMO = -3.37 eV

CARTESIAN COORDINATES (ANGSTROEM)
O -0.8187 1.4413 0.0937
O -2.8176 -0.2151 -0.0610
N 0.2153 -0.5718 -0.1827
C 2.4433 -0.0889 0.2356
C 0.2079 0.7063 0.0182
C 1.6343 1.1431 -0.0458
C -4.0231 -0.3150 -0.0071
C 1.5155 -1.1999 -0.1776
H 1.4141 -1.9987 0.5476
H 1.9694 1.8726 0.7490
H -4.5666 0.4271 0.4009
H -0.4766 -1.2307 -0.4844
H -4.5536 -1.1295 -0.3483
H 1.6158 -1.4891 -1.1920
H 3.3962 0.0177 -0.2159
H 2.6749 -0.1142 1.3354
H 1.8892 1.6162 -0.9099
H -1.7195 1.1285 0.2444

Cartesian forces, eV/Å:
0.978 2.506 0.265
0.263 -0.251 -0.141
-0.319 -0.679 0.261
0.002 0.018 1.841
0.056 -0.938 -0.861
0.345 1.425 4.453
2.641 -0.309 -0.323
0.127 -0.010 0.468
0.624 -0.512 -0.302
-1.098 -0.312 -0.787
-2.100 2.884 1.541
-1.378 0.580 0.330
-0.946 -2.293 -1.016
0.843 -1.014 -0.827
0.782 -0.543 -0.806
-0.435 -0.273 -0.950
0.190 1.157 -2.885
-0.575 -1.437 -0.261

Löwdin charges in e: atom 1 (O): 0.22, atom 2 (O): 0.00, atom 3 (N): 0.14, atom 4 (C): -0.13, atom 5 (C): -0.30, atom 6 (C): -0.06, atom 7 (C): 0.01, atom 8 (C): -0.11, atom 9 (H): 0.14, atom 10 (H): 0.17, atom 11 (H): 0.07, atom 12 (H): 0.17, atom 13 (H): 0.08, atom 14 (H): 0.13, atom 15 (H): 0.12, atom 16 (H): 0.15, atom 17 (H): 0.11, atom 18 (H): 0.10

(6)
C5H10NOP | ωB97M-V with the def2-TZVPD basis set

Calculated values
Energy = -18171.5677 eV
2S+1 = 1
Highest occupied orbital energy = -11.08 eV
Gap between HOMO and LUMO = 11.26 eV
LUMO = 0.18 eV

CARTESIAN COORDINATES (ANGSTROEM)
P 0.7350 0.9718 -0.0522
O 1.9289 1.6347 0.5289
N -1.8109 3.1253 -1.0188
C -0.3926 0.0433 1.1488
C 1.1524 0.0510 -1.5348
C -0.9328 2.4693 -0.7333
C -0.1167 -0.5226 -2.2169
C -0.3600 0.5752 2.5719
H -1.0819 1.4065 2.6164
H -0.0746 -0.7036 -3.3206
H 1.7308 0.5338 -2.2099
H -1.3263 -0.0737 0.8009
H 0.1292 -1.0780 1.1329
H -0.9749 0.1271 -2.1272
H -0.5963 -0.1212 3.3860
H -0.2720 -1.4640 -1.9692
H 0.5068 1.1061 2.7680
H 1.8277 -0.7725 -1.3100

Cartesian forces, eV/Å:
-0.905 1.799 0.857
-1.281 -0.382 -0.229
-2.073 1.567 -0.659
5.588 -2.634 0.594
-2.725 -2.375 0.544
4.283 -3.573 1.313
0.962 3.386 -2.631
-2.033 0.839 -0.398
-0.233 -0.415 0.117
0.758 0.864 0.539
1.525 2.578 -1.795
-3.281 -0.310 -1.571
-1.217 2.649 -0.094
-0.354 -0.012 0.420
0.131 -0.065 -0.582
-1.238 -4.198 2.171
2.215 0.474 0.531
-0.123 -0.193 0.874

Löwdin charges in e: atom 1 (P): 0.80, atom 2 (O): -0.34, atom 3 (N): -0.02, atom 4 (C): -0.31, atom 5 (C): -0.30, atom 6 (C): -0.26, atom 7 (C): -0.13, atom 8 (C): -0.14, atom 9 (H): 0.09, atom 10 (H): 0.10, atom 11 (H): 0.05, atom 12 (H): 0.02, atom 13 (H): 0.15, atom 14 (H): 0.05, atom 15 (H): 0.09, atom 16 (H): 0.01, atom 17 (H): 0.03, atom 18 (H): 0.10

(7)
C5H10NOP | ωB97M-V with the def2-TZVPD basis set

Calculated values
SMILES = C=CC#N.CP(C)O
Energy = -18172.0071 eV
2S+1 = 1
Highest occupied orbital energy = -8.66 eV
Gap between HOMO and LUMO = 8.96 eV
LUMO = 0.31 eV

CARTESIAN COORDINATES (ANGSTROEM)
P -1.5013 -0.4556 -0.4809
O -2.8501 -1.3948 -0.5046
N 3.7098 1.2016 1.6299
C 2.6327 1.5882 1.7220
C -0.6923 -0.7289 -2.1134
C -0.4470 -1.7887 0.4477
C 0.8406 2.5529 0.5022
C 1.3530 2.1585 1.6891
H 0.6712 -1.7417 0.1086
H 1.4017 2.3988 -0.4320
H -0.8779 -2.6608 0.0381
H -2.9209 -1.9491 0.3035
H -0.6110 -1.7638 1.5242
H 0.8758 2.3618 2.5901
H -0.7418 -1.7942 -2.3331
H -0.1758 2.9090 0.4464
H 0.4145 -0.6485 -2.1300
H -1.0813 -0.2447 -3.0079

Cartesian forces, eV/Å:
1.678 -0.041 1.179
-0.748 -0.674 0.152
0.184 -0.285 0.187
1.130 -0.133 -0.177
0.600 -1.383 -0.607
1.591 2.044 -1.277
0.490 -0.924 0.616
-0.554 0.839 -2.551
-2.005 -0.021 1.044
-0.364 0.089 0.541
-0.234 -1.344 -0.383
0.067 0.556 -0.874
0.332 0.144 -0.046
-0.932 0.057 1.411
-0.486 -0.399 -0.050
0.018 0.313 -0.043
-0.555 0.760 0.528
-0.212 0.403 0.350

Löwdin charges in e: atom 1 (P): 0.76, atom 2 (O): -0.38, atom 3 (N): 0.15, atom 4 (C): -0.27, atom 5 (C): -0.32, atom 6 (C): -0.27, atom 7 (C): 0.04, atom 8 (C): -0.17, atom 9 (H): 0.07, atom 10 (H): 0.08, atom 11 (H): -0.01, atom 12 (H): 0.06, atom 13 (H): 0.02, atom 14 (H): 0.08, atom 15 (H): 0.03, atom 16 (H): 0.06, atom 17 (H): 0.04, atom 18 (H): 0.03

> Number 5 is which compound?

C5H10NO2

> Which formula does entry 3 have?

C5H10NO2

Please write out number 5 again, unchanged.
C5H10NO2 | ωB97M-V with the def2-TZVPD basis set

Calculated values
Energy = -10924.5900 eV
Charge = +1
2S+1 = 1
Highest occupied orbital energy = -15.00 eV
Gap between HOMO and LUMO = 11.62 eV
LUMO = -3.37 eV

CARTESIAN COORDINATES (ANGSTROEM)
O -0.8187 1.4413 0.0937
O -2.8176 -0.2151 -0.0610
N 0.2153 -0.5718 -0.1827
C 2.4433 -0.0889 0.2356
C 0.2079 0.7063 0.0182
C 1.6343 1.1431 -0.0458
C -4.0231 -0.3150 -0.0071
C 1.5155 -1.1999 -0.1776
H 1.4141 -1.9987 0.5476
H 1.9694 1.8726 0.7490
H -4.5666 0.4271 0.4009
H -0.4766 -1.2307 -0.4844
H -4.5536 -1.1295 -0.3483
H 1.6158 -1.4891 -1.1920
H 3.3962 0.0177 -0.2159
H 2.6749 -0.1142 1.3354
H 1.8892 1.6162 -0.9099
H -1.7195 1.1285 0.2444

Cartesian forces, eV/Å:
0.978 2.506 0.265
0.263 -0.251 -0.141
-0.319 -0.679 0.261
0.002 0.018 1.841
0.056 -0.938 -0.861
0.345 1.425 4.453
2.641 -0.309 -0.323
0.127 -0.010 0.468
0.624 -0.512 -0.302
-1.098 -0.312 -0.787
-2.100 2.884 1.541
-1.378 0.580 0.330
-0.946 -2.293 -1.016
0.843 -1.014 -0.827
0.782 -0.543 -0.806
-0.435 -0.273 -0.950
0.190 1.157 -2.885
-0.575 -1.437 -0.261

Löwdin charges in e: atom 1 (O): 0.22, atom 2 (O): 0.00, atom 3 (N): 0.14, atom 4 (C): -0.13, atom 5 (C): -0.30, atom 6 (C): -0.06, atom 7 (C): 0.01, atom 8 (C): -0.11, atom 9 (H): 0.14, atom 10 (H): 0.17, atom 11 (H): 0.07, atom 12 (H): 0.17, atom 13 (H): 0.08, atom 14 (H): 0.13, atom 15 (H): 0.12, atom 16 (H): 0.15, atom 17 (H): 0.11, atom 18 (H): 0.10